Here is a 7-piece molecular cluster, C32H40F6I2O27S overall in a non-equilibrium geometry from OMol25. Energies are from ωB97M-V with the def2-TZVPD basis set.

The HOMO energy is -9.09 eV. As for the SMILES: COC[C@@]1([C@@H](I)[C@@H](C)I)OS(=O)(=O)O[C@]1(CCO)C(=O)C(F)(F)C(F)(F)C(F)(F)C(=O)O.O=C1OCCO1.O=C1OCCO1.O=C1OCCO1.O=C1OCCO1.O=C1OCCO1.O=C1OCCO1. As for the total energy: -132452.5220 eV. For the LUMO energy, the calculation gives -0.0111 Ha.

ORCA input file:
```
! RIJCOSX wB97M-V def2-TZVPD def2/J DEFGRID3
* xyz 0 1
C -3.78764 0.35496 -7.02903
H -0.59083 3.23829 9.20889
H -6.84714 1.02921 1.11532
C 11.07074 -2.63386 -3.50366
O 3.98271 0.61376 -3.94246
H 10.08136 -1.44478 -5.03320
C 1.11836 1.84438 -7.23562
C -3.74749 -0.15493 -4.83770
F -0.38468 -1.19535 0.31400
C -3.87747 3.18774 6.97984
C 0.11105 1.26810 -8.19958
H -5.68830 0.81020 -5.02574
H 0.92857 2.88962 -7.00154
H 1.92717 -1.92489 0.44101
C 0.14328 0.24769 -1.94993
C -1.57120 -0.73604 -0.12077
H 1.65245 -2.85968 -3.14584
H -1.53812 4.61729 8.62510
H 0.43007 1.34025 -9.23684
O -2.05047 3.49830 11.59664
O 3.45670 -1.58441 -4.81188
F -2.92065 -2.53612 -1.09721
H 2.95044 1.24821 -1.64517
H -6.06219 1.65916 6.14226
H -1.20367 -2.99962 2.42474
O -3.99039 2.23744 7.94780
H 11.09689 -0.49978 -3.92699
S 3.29114 -0.61063 -3.81150
I 1.89700 1.28090 0.80271
C 3.87122 -4.01429 -0.60576
C -5.90080 -0.17718 2.65613
O -6.31251 -0.23490 4.02394
H -4.20771 -0.89596 -4.18670
F -2.02871 -0.45665 -2.52630
O -8.15563 0.48804 5.10331
C 2.68895 -1.99333 -0.34562
H -4.81650 -0.13677 2.57838
H 4.16193 -0.57170 1.50385
O -3.56370 0.30689 -8.19392
C -2.71884 -1.77881 -0.04725
O -3.01818 -3.81773 1.09613
C 4.85383 0.18512 1.12894
C -7.46471 0.47444 4.13511
F -3.88105 -1.10785 0.17946
H -3.35168 4.17511 10.14860
H -4.42231 1.85309 -4.34817
O 1.79505 -0.13294 -3.46425
I 6.21158 -0.06713 -1.56260
H 10.63658 -3.52819 -3.95568
H -0.87638 1.72419 -8.10010
C 0.41587 -0.15512 -6.48897
C -1.27867 4.03354 9.50350
H 5.89359 -0.14929 1.19465
C 0.81414 -2.17425 -2.98865
C -6.00344 2.46476 6.87400
O -2.85545 3.71653 6.67830
H -6.26078 -1.07030 2.14126
H 4.78931 1.06033 1.78704
H -1.34234 -2.67236 -2.68446
F -1.87293 1.23376 -1.29363
O 3.46916 -1.39706 -2.40403
H 3.65377 -5.06327 -0.84596
C -6.56695 1.08264 2.16501
F -1.88920 0.17189 0.81409
O -4.27887 1.44946 -6.38444
H 2.14616 1.74139 -7.58974
C -4.62354 1.05241 -5.05734
H -6.99357 2.89481 7.00483
C -5.38781 2.01996 8.17419
O -7.72456 1.16822 2.99914
H -5.58753 0.97449 8.39780
C -2.48813 3.50972 10.23612
O 0.30209 -1.12064 -5.79933
H -5.95162 1.97107 2.32257
H 4.75122 -3.70324 -1.19076
O -0.57237 4.75691 12.74619
H 3.71018 -1.87456 0.04033
H 0.49933 -1.91775 -4.02153
C 4.56526 0.63513 -0.35727
C -0.33374 -3.02291 -2.43267
H 0.47949 -3.06992 -0.59633
C 9.63828 -1.84767 -1.95667
C 1.22863 -0.84104 -2.28685
H -5.70773 2.63058 9.02178
C 2.57052 -0.84255 -1.41273
O 2.71477 -3.27384 -0.96533
C 10.43242 -1.36273 -4.00677
O -3.58467 -0.67011 -6.16060
O -0.31238 -3.37288 -1.05307
O 10.74731 -2.61683 -2.11250
O -1.91760 -2.35328 2.30953
H 12.14855 -2.65098 -3.65047
H -2.77408 2.51514 9.91316
O -5.07678 3.45016 6.40788
O 9.01112 -1.76000 -0.95263
H -0.27446 -3.98336 -2.97882
H -2.77061 0.10754 -4.44136
O 0.94480 1.02360 -6.07923
O 0.03221 -0.09637 -7.78474
O 9.33801 -1.18726 -3.10713
C -2.57505 -2.75222 1.18212
H 4.73376 1.71589 -0.30601
C -1.04202 4.40401 11.71399
C 3.10158 0.49374 -0.86423
C -1.33103 0.02171 -1.46786
H 4.08645 -3.97520 0.47273
O -0.64619 4.85048 10.49374
O 0.42794 1.34819 -2.13290
*
```

=====

Here is C32H40GeN4O2Tc as an isolated structure in a non-equilibrium geometry from OMol25. Energies are from ωB97M-V with the def2-TZVPD basis set.

The HOMO energy (spin up / spin down) is -7.11 / -7.26 eV. The value obtained for the energy relative to the best compared isomer or geometry (same formula, charge and spin) is 0.579 eV. As for the total energy: -102599.3933 eV. Its expectation value of S² is 1.057. For the LUMO energy (spin up / spin down), the calculation gives -0.0457 / -0.0489 Ha.

ORCA input file:
```
! RIJCOSX wB97M-V def2-TZVPD def2/J DEFGRID3
* xyz 0 2
H 0.72810 2.73930 4.67690
H -1.32500 -2.04590 1.33890
Tc -0.24800 -0.19690 0.12330
H -0.38780 2.21620 -1.12650
C -2.68430 2.62810 -3.47480
C 1.59130 -1.74640 -1.59320
C 5.91850 -3.68670 3.32540
C 3.90290 -1.67020 -2.19350
N 3.44120 -4.47430 -3.21290
H -1.95970 1.83420 -0.41940
C -0.28560 0.53540 -4.02710
C -2.48670 2.69190 3.88330
H 0.69970 4.43310 1.33640
H 7.13430 -4.17130 -2.25710
O 6.74580 -3.73540 2.18880
C 0.06860 -3.41010 -2.49760
H 0.27280 -1.29100 3.15590
H -1.99420 3.46610 -3.50620
C -3.15670 -0.48080 -2.84180
H 6.56190 -3.39820 4.15380
C 3.97140 -0.45320 -1.52770
H -4.01980 -0.21370 -2.24100
C -0.31730 3.30530 2.85710
C 6.48840 -4.18290 -1.39450
H 0.51900 2.71440 0.95460
C -1.32600 0.92710 2.71780
H -3.49370 -0.65300 -3.85970
C 4.80140 -4.26450 0.81860
H -4.28830 2.13560 4.91080
H -2.23870 -3.28360 2.20300
H 3.23120 -4.65490 -0.56070
H -3.06980 2.47610 -4.47670
C 6.15780 -3.99010 0.98720
H -0.64900 0.40030 -5.04010
H -0.29630 -1.28850 4.82980
C 2.69630 -2.36840 -2.20980
C 6.99140 -3.96630 -0.13820
H 0.44070 1.34330 -4.03880
H 5.46670 -4.66200 3.53180
C 4.28480 -4.44630 -0.44430
C 2.86000 0.03050 -0.85850
H -2.74550 -1.40680 -2.45890
H 4.13540 -4.33250 1.66490
C -1.87180 -1.50480 3.37130
C 1.13060 -4.05890 -3.06940
H -3.51750 2.90590 -2.83490
C -1.40560 2.28930 3.11630
N 4.64550 -4.54010 -2.84690
H 8.04030 -3.77120 0.01110
H 4.88840 0.11230 -1.52980
C 0.94560 2.89060 3.62000
H -0.22640 -2.80600 3.92680
C 0.27370 -2.26630 -1.70280
C -3.20160 0.43980 4.17030
H 4.76280 -2.05240 -2.71920
H -0.86700 3.80710 0.82740
C -2.14490 -2.21100 2.04160
H 2.89740 0.95560 -0.29980
H 5.12830 -2.93940 3.21000
N 1.68670 -0.59140 -0.87990
C -0.43680 -1.74190 3.85040
N -0.56920 0.54090 1.67400
H 1.34410 1.96360 3.21510
H -3.06460 -1.84430 1.59240
C -1.12060 1.41880 -0.98690
C 2.47000 -3.65070 -2.84800
H 0.21890 -0.37980 -3.72890
C 0.02860 3.57800 1.39620
H 0.97200 -4.95890 -3.64140
H -0.66100 4.24880 3.29270
Ge -1.79520 0.96850 -2.79520
H -2.58850 3.73970 4.12350
H 1.69730 3.67290 3.52580
C -2.15750 -0.01750 3.38680
H -0.93840 -3.77550 -2.63120
H -2.54370 -1.95430 4.11030
H -3.84500 -0.28040 4.65620
O -0.65800 -1.59430 -1.10140
C -3.42760 1.79360 4.35290
C 5.10850 -4.38430 -1.58420
*
```

=====

Here is a 4-piece molecular cluster, C32H40N4O7S overall in a non-equilibrium geometry from OMol25. Energies are from ωB97M-V with the def2-TZVPD basis set.

The HOMO energy is -8.67 eV. As for the total energy: -64958.2369 eV. For the LUMO energy, the calculation gives -0.0010 Ha.

ORCA input file:
```
! RIJCOSX wB97M-V def2-TZVPD def2/J DEFGRID3
* xyz 0 1
H -3.70092 -1.08337 -1.72811
H 5.66855 -3.31596 5.92964
H -5.77110 -5.28609 -5.94971
C 2.78129 -0.88108 0.00243
H -3.58571 -5.40129 -4.97810
H -1.55047 -4.73824 -1.43080
H 3.12279 6.59966 1.06296
C -0.99473 -3.23258 0.02911
O 1.85405 0.51244 2.88563
H -2.95301 -4.13595 -6.04908
H -0.92433 -1.37588 3.49265
C 0.89093 1.94993 -1.34538
H 3.06149 -0.08656 5.52146
H -2.32914 -0.12552 0.18364
C 1.99648 4.82180 1.52061
C 1.42540 1.32289 -0.19620
O 1.42006 4.46922 0.25395
C -1.56190 2.32954 -3.17674
H 3.39495 1.11473 0.67052
H -0.02981 5.51296 -0.79333
O 3.77890 -3.27803 5.09067
N -2.51451 3.18987 -0.09704
H 1.30459 4.50011 2.30767
O -0.42628 -1.49241 1.52921
H 1.65273 5.88123 -1.22510
H -6.66398 -3.11112 -6.61148
H 3.34221 -1.74765 3.78828
H 2.94038 4.28893 1.64819
H 4.00663 -2.49143 -0.87468
H -5.04793 -2.53684 -7.03830
C -2.92804 -1.66917 -1.22540
H 4.86216 -1.08620 7.30562
N 1.63583 1.97205 -2.55037
H -4.80297 -4.94085 -7.38779
N -0.92176 3.18190 -2.54461
C 2.17078 6.33000 1.52779
H -5.17388 -1.69121 -4.80367
O -2.23842 1.71243 -3.89613
C -3.47112 2.51261 -0.42250
H 2.14946 6.75487 2.53068
C -3.83149 -4.46758 -5.48577
H 0.98603 1.92073 -3.33295
H 2.13217 1.08296 -2.59025
O -4.14134 -3.46181 -4.51306
C -2.71977 -2.97373 -1.69951
C -1.09518 -0.79286 2.57170
C -1.21885 2.56307 -0.15344
H 4.31278 -3.43393 7.06897
H 3.32407 0.95219 -1.07500
C 0.97306 5.67169 -0.39215
O -2.03186 2.30495 3.00720
C -2.17930 -1.15043 -0.16462
C 2.80270 0.67755 -0.14627
C -1.24062 1.68712 2.36544
S -4.78693 1.64737 -0.47137
H 4.49491 -0.88267 -1.39590
C 3.20379 -1.11222 5.85801
C 0.60764 1.32121 0.92752
H 3.34979 -1.11238 0.91580
C -1.21868 -1.92268 0.48752
C -5.32854 -2.76548 -4.91351
C -5.60846 -3.17493 -6.35060
C -5.05008 -4.59055 -6.38651
H -2.18326 -0.71014 2.45651
H 0.08967 6.79021 1.22284
C -0.43445 2.56351 -1.30574
C 4.66965 -2.94076 6.15794
H 1.94492 -2.42541 4.64549
C 4.62723 -1.42636 6.29748
H -3.28689 -3.35813 -2.54683
C -0.68223 1.92719 0.96612
H 3.03286 -1.57531 -2.08854
C 2.98994 -2.13044 4.75140
C 0.82107 0.72165 2.32602
N -0.50784 0.52703 2.80426
C -1.72136 -3.72724 -1.05061
C 3.61617 -1.50338 -1.15615
H 1.77290 -1.30487 0.05166
H 5.33934 -0.96613 5.60755
H 2.51005 -1.30097 6.68171
H 1.15830 7.76654 0.20827
H -0.23739 -3.87336 0.48402
H -6.14248 -3.06998 -4.24711
C 1.01825 6.77897 0.64627
*
```